This record from the Open Molecules 2025 dataset describes a structure of composition C7H10FeN6O4S4. The level of theory is wB97M-V/def2-TZVPD.

Structure (XYZ):
```
32
Properties=species:S:1:pos:R:3:nbo_charge:R:1
Fe -0.10238 0.35248 -0.30849 1.032
O -0.80977 3.82129 -1.17158 -0.861
S -0.52426 2.48277 -0.83748 2.522
O -1.48826 1.40423 -1.33867 -0.982
O -0.52331 2.10126 0.63877 -0.979
O 0.79177 1.87256 -1.26565 -0.896
N 1.56526 1.34611 2.42141 -0.783
C 2.06279 0.32506 1.70331 0.299
N 1.44614 -0.21014 0.66977 -0.515
C 2.17698 -1.25010 0.09620 0.088
C 3.32472 -1.54065 0.72973 -0.393
S 3.54687 -0.47389 2.07430 0.465
C 1.57383 -1.76198 -1.13148 0.186
C 1.91095 -2.75019 -1.97704 -0.425
S 0.78427 -2.81866 -3.29226 0.464
C -0.09843 -1.49452 -2.61978 0.298
N 0.42481 -1.06705 -1.49131 -0.542
N -1.18926 -0.94999 -3.17080 -0.773
H 0.86459 1.91825 1.95592 0.444
H 2.17681 1.81456 3.06886 0.414
H 4.06280 -2.28485 0.48490 0.265
H 2.73803 -3.43694 -1.92433 0.265
H -1.50235 -1.24223 -4.07920 0.419
H -1.49640 -0.04994 -2.82177 0.441
N -3.31039 0.99081 0.81009 -0.727
C -2.51481 0.21062 1.50671 0.395
N -2.48582 0.28232 2.82795 -0.741
S -1.54998 -1.02347 0.72181 -0.092
H -3.81567 1.75100 1.23965 0.412
H -3.18425 1.01909 -0.19187 0.453
H -3.00004 0.98093 3.34170 0.414
H -1.85522 -0.31872 3.33065 0.433
```

The total charge is +1. Its spin multiplicity is 2. As for the HOMO energy (alpha / beta): -0.4201 / -0.4203 Eh. The energy is -3758.61979 Ha. The calculation puts the gap between HOMO and LUMO (alpha / beta) at 7.4476 / 7.4939 eV.

***

This record from the Open Molecules 2025 dataset describes a structure of composition C7H10N in a non-equilibrium geometry. The level of theory is wB97M-V/def2-TZVPD.

Structure (XYZ):
```
18
Properties=species:S:1:pos:R:3:nbo_charge:R:1
C -0.26118 -1.24459 -1.19147 -0.080
C 0.76778 -0.49906 -0.60600 0.241
C -1.08934 -0.50416 -0.06464 0.236
C -0.11668 0.64572 -0.60117 0.116
C 2.16467 -0.47860 -0.26171 -0.673
C -1.59212 -0.82175 1.31903 -0.636
C -0.15507 2.02026 -0.07087 -0.642
N -1.08891 -0.05579 -1.44454 -0.197
H -0.26963 -2.24874 -1.50075 0.275
H 2.52375 0.28904 -0.87503 0.275
H 2.72882 -1.31487 -0.47502 0.260
H 2.30563 -0.04835 0.65596 0.265
H -2.72809 -1.25513 1.21921 0.282
H -1.61494 0.11822 1.87037 0.254
H -1.16061 -1.59919 1.80853 0.260
H -0.97450 2.56488 -0.36702 0.266
H 0.66339 2.59221 -0.42768 0.260
H -0.10297 1.83991 1.01280 0.237
```

The total charge is +1. As for the HOMO energy: -0.5591 Eh. The energy is -327.04901 Ha. The calculation puts the gap between HOMO and LUMO at 11.4095 eV.